Entry 1:
C22H71Cd2N5O13 | wB97M-V/def2-TZVPD

Structure (XYZ):
```
113
Properties=species:S:1:pos:R:3:forces:R:3
Cd 4.54798 0.00883 2.03821 -0.9 -0.4 -0.3
Cd 2.42462 -3.43184 1.56710 -1.3 1.1 -0.4
O 0.34886 -3.00336 1.11740 1.8 0.6 1.1
C 0.25132 -1.58166 1.02181 -0.3 -1.8 -1.5
C 1.52513 -0.70892 1.37965 -0.9 1.1 1.0
O 2.85324 -1.27007 1.60869 -0.5 -1.7 -0.3
H -0.71359 -1.30855 1.44896 0.5 0.8 1.2
H -0.04217 -1.43528 -0.01769 0.7 0.6 -0.6
H 1.28722 -0.19529 2.31114 -0.1 0.2 0.1
H 1.56236 0.05677 0.60477 0.3 0.0 -0.1
C -2.72531 -2.37368 -1.85231 -1.6 -0.3 0.3
C -2.07369 -3.05299 -3.01689 -0.1 0.2 0.4
C -2.93515 -3.15852 -4.31439 1.4 0.8 0.6
O -2.17262 -3.70018 -5.38691 -0.7 0.0 0.1
C -2.05456 -5.11611 -5.43545 0.3 -0.1 0.5
N -0.84876 -2.24978 -3.23929 -0.3 -0.8 -1.5
H -2.82024 -1.29195 -1.94690 0.1 0.1 -0.3
H -2.21705 -2.57602 -0.90953 0.0 -0.1 0.0
H -3.74122 -2.76510 -1.79946 -0.2 0.1 0.5
H -1.80654 -4.05259 -2.67407 0.3 -0.1 -0.2
H -3.05108 -2.10241 -4.55787 -0.6 0.0 -0.5
H -3.91074 -3.62600 -4.18100 0.1 -0.2 0.1
H -1.35549 -5.46347 -4.67470 0.5 0.0 -0.1
H -1.72103 -5.37629 -6.44003 0.0 0.0 0.2
H -2.94522 -5.69228 -5.18476 -0.6 0.5 -0.3
H -1.13317 -1.29150 -3.38388 -0.3 0.5 0.5
H -0.67524 -2.49480 -4.20363 1.2 -0.3 -0.5
C -0.79171 -0.27538 4.90816 0.5 2.4 1.1
C -0.00505 -1.40494 5.56767 -3.8 -1.0 0.7
C -0.48637 -1.63793 7.10296 1.7 2.2 -0.2
O -0.51134 -0.35351 7.77670 0.4 0.2 -0.3
C 0.78944 0.19640 8.01378 0.4 -0.7 0.4
N -0.52356 -2.55437 4.79443 1.6 -1.0 -0.3
H -1.86509 -0.41535 4.78025 0.1 -0.6 0.0
H -0.37845 0.04094 3.95042 0.0 -0.5 -0.5
H -0.76101 0.64969 5.48384 0.1 0.2 0.4
H 1.07233 -1.27650 5.46351 0.0 -0.3 0.1
H 0.21071 -2.24878 7.67659 0.2 -0.4 -0.4
H -1.47981 -2.06175 7.24971 0.0 0.1 -0.6
H 1.28944 -0.32558 8.82965 -0.1 -0.3 0.2
H 0.82056 1.24235 8.31893 -0.9 0.0 -0.2
H 1.48171 0.11901 7.17540 -0.2 -0.1 -0.4
H -1.50740 -2.69488 4.97447 -0.1 0.0 0.4
H -0.50959 -2.22788 3.83876 0.0 -0.5 -0.5
C -0.52395 1.88707 -1.52170 0.1 -1.3 0.6
C -0.12181 3.24043 -2.04838 0.6 0.6 1.0
C -0.26960 3.39487 -3.53509 -0.1 -0.2 -0.3
O 0.65220 2.59903 -4.26772 0.3 0.2 -0.2
C 0.33577 2.73601 -5.65817 -1.1 -0.8 0.4
N -0.95502 4.21602 -1.30850 -0.3 -0.2 -0.7
H -0.14363 1.69198 -0.51900 0.2 0.5 0.3
H -0.11731 1.02862 -2.05631 -0.1 0.2 -0.6
H -1.59591 1.75543 -1.37448 -0.2 0.2 -0.5
H 0.92348 3.38398 -1.77477 0.2 0.2 0.0
H -0.20329 4.43371 -3.85835 0.3 0.3 0.2
H -1.30032 3.11893 -3.75773 -0.3 -0.4 -0.4
H 0.49934 3.74174 -6.04529 0.0 0.0 0.1
H -0.71568 2.44926 -5.67608 -0.4 0.5 -0.7
H 0.78297 1.99185 -6.31723 0.8 0.0 0.5
H -0.75623 5.18863 -1.49448 1.0 0.2 0.0
H -1.82249 4.16355 -1.82313 -1.0 -0.3 0.4
C 5.58877 2.54824 -4.30127 -0.2 -0.5 -0.6
C 4.79551 2.14171 -3.07406 -1.7 -1.0 -1.0
C 3.73295 1.01364 -3.45657 1.2 0.4 0.2
O 3.14536 0.39511 -2.30961 0.5 -0.2 0.2
C 2.27604 -0.68211 -2.64846 -0.4 0.2 -0.6
N 5.75425 1.76019 -2.01623 -1.5 0.6 0.6
H 4.95034 2.58671 -5.18389 -0.1 0.6 0.0
H 6.30949 1.77777 -4.57522 0.2 -0.2 0.2
H 6.16097 3.46073 -4.13382 -0.3 0.1 -0.2
H 4.15098 2.97442 -2.79248 0.4 0.2 0.7
H 4.28982 0.32826 -4.09552 0.0 -0.8 0.3
H 2.90740 1.35134 -4.08310 0.1 0.7 0.0
H 1.91646 -1.15274 -1.73341 0.1 -0.1 -0.1
H 2.72345 -1.39845 -3.33751 0.5 -0.3 0.4
H 1.41792 -0.33519 -3.22411 -0.2 0.4 0.2
H 6.47174 1.17633 -2.42173 0.3 0.1 0.0
H 6.11394 2.67050 -1.76717 0.9 -0.1 0.2
C -3.20606 0.78376 1.13204 0.9 -0.8 -0.8
C -3.94695 1.52365 2.15815 -1.0 1.1 0.5
C -4.45334 2.90598 1.66591 -0.2 0.3 0.4
O -3.40897 3.88399 1.39785 -0.9 -1.0 -0.1
C -3.83245 5.18895 0.97742 0.2 -0.1 1.6
N -5.09292 0.77923 2.73722 0.8 0.4 0.2
H -2.39345 1.41744 0.77675 0.1 -0.1 -0.3
H -3.83372 0.44339 0.30847 -0.1 0.3 -0.2
H -2.78551 -0.12479 1.56307 0.2 -0.1 0.1
H -3.27159 1.68783 2.99782 0.1 0.3 0.1
H -5.15140 3.20502 2.44783 0.3 0.6 0.3
H -5.12504 2.75874 0.82019 0.2 0.0 -0.6
H -2.99918 5.84226 1.23612 0.4 -0.1 -0.8
H -4.56970 5.62003 1.65472 -0.7 -0.4 0.0
H -4.20360 5.29514 -0.04192 0.3 -0.3 -0.1
H -5.52433 0.12248 2.10266 0.0 0.1 -0.3
H -4.67227 0.23156 3.47425 -0.5 -0.3 0.2
O 4.44124 0.67410 0.05739 -0.1 -0.3 1.9
H 5.02639 1.22455 -0.46303 1.3 0.8 -1.7
H 3.76527 0.39254 -0.55907 -0.8 -0.4 -1.2
O 1.78205 1.66576 4.87331 0.9 0.2 -0.4
H 1.50233 0.78628 4.61934 -0.4 -0.3 0.1
H 0.98541 2.19422 4.82519 -0.4 0.3 0.1
O 0.49195 -3.88685 -1.51727 0.9 -1.0 0.3
H 0.47689 -3.55979 -0.61780 -0.3 0.1 0.7
H 0.03647 -3.21500 -2.02458 -0.2 0.7 -0.8
O -2.07703 -4.57850 1.18610 -0.4 -0.2 0.3
H -1.37323 -3.95347 1.35997 0.5 0.3 0.0
H -1.74027 -5.12844 0.47872 0.0 -0.1 -0.3
O 3.52798 1.75236 2.72207 0.5 0.3 -0.3
H 3.07082 1.95968 3.53710 -0.8 -0.1 1.5
H 3.29404 2.46523 2.12767 0.1 0.2 -0.6
O 1.86622 -5.47290 1.44782 0.3 -0.8 0.1
H 2.12496 -6.22230 0.91145 0.4 -0.2 -0.5
H 1.19240 -5.81818 2.03346 -0.6 0.1 0.4
```
Forces are in eV/Å.

The value obtained for the calculated total energy is -67141.37717 eV. The value obtained for the maximum force is 0.0768 hartree/bohr. For the highest occupied orbital energy, the calculation gives -12.686 eV. For the energy relative to the best compared isomer or geometry (same formula, charge and spin), the calculation gives 4.292 eV. The net charge is +2. The gap between HOMO and LUMO comes out at 4.07 eV.

***

Entry 2:
C22H72N6O14 | wB97M-V/def2-TZVPD

Structure (XYZ):
```
114
Properties=species:S:1:pos:R:3:forces:R:3
C -3.49222 3.72516 -1.22578 -0.6 -1.6 1.9
C -2.23426 2.93838 -1.48227 1.6 0.9 -1.3
O -2.41966 1.57403 -1.60138 -1.6 -0.9 1.1
H -4.35538 3.32798 -1.77542 0.4 0.2 -0.2
H -3.34957 4.76210 -1.42185 0.0 0.8 -0.1
H -3.75451 3.56645 -0.12803 0.2 0.5 -1.3
H -1.43261 3.13402 -0.78873 -0.1 0.2 1.4
H -1.67019 3.26930 -2.35263 -0.6 0.4 -0.9
H -1.89880 1.22312 -2.30702 0.9 -0.2 -0.6
C -1.39516 -1.84619 4.45092 0.2 -1.0 -2.3
C -1.20700 -0.42568 4.13800 -1.0 0.1 1.7
O -2.20529 0.26069 4.86787 -0.3 1.5 0.4
H -2.30375 -2.20851 3.97388 -0.2 -0.2 0.3
H -1.34793 -2.08378 5.47881 0.0 -0.1 1.1
H -0.56991 -2.28981 3.92667 0.6 -1.1 -0.1
H -1.21309 -0.16828 3.11131 -1.0 0.2 -1.3
H -0.22019 -0.16716 4.36321 1.6 0.8 1.2
H -1.99520 0.36164 5.82021 0.2 -0.3 -1.0
C 2.22629 1.00494 3.07238 1.4 -0.6 -2.1
C 3.68134 0.56737 2.59996 -0.4 1.0 0.5
O 4.45354 1.80073 2.43036 -0.7 -1.7 1.2
H 1.69988 1.39776 2.18954 0.3 0.4 0.2
H 2.39490 1.78602 3.76979 -0.2 0.6 0.7
H 1.53019 0.25793 3.41055 0.3 -0.7 0.6
H 3.64281 -0.03291 1.67743 0.0 0.4 0.2
H 4.24049 -0.04471 3.32993 -0.5 0.3 -0.1
H 4.45803 2.03314 1.51072 0.0 0.4 -1.0
C -2.09520 -2.71353 0.78459 1.7 -0.8 -0.6
C -3.41281 -2.07524 0.70378 -2.3 0.7 1.5
O -3.40252 -0.68273 1.10654 0.5 -0.4 -3.1
H -1.38961 -2.44478 -0.01277 -0.4 0.5 0.1
H -2.18785 -3.79940 0.60985 -0.2 0.2 0.5
H -1.58484 -2.46925 1.72153 -0.2 -0.4 0.0
H -4.11651 -2.52718 1.42640 0.3 -0.4 -0.2
H -3.91202 -2.23052 -0.25887 0.3 0.6 0.0
H -3.52526 -0.55294 2.01991 -0.2 -0.2 1.8
C -2.33420 -1.37246 -2.56543 0.9 -0.9 -1.0
C -2.91531 -2.39119 -3.50532 -0.3 -0.5 1.0
O -3.56507 -3.42154 -2.68192 0.6 0.6 -0.5
H -1.39095 -1.64433 -2.13723 0.9 -0.2 -0.3
H -2.87714 -1.19143 -1.72145 -2.2 0.1 2.2
H -2.30449 -0.40189 -2.96891 0.5 0.9 -1.2
H -2.16394 -2.76552 -4.18314 0.5 -0.7 0.1
H -3.59615 -1.92397 -4.17561 -1.2 0.4 -0.3
H -4.09017 -4.02839 -3.21303 0.2 0.2 -0.3
C -0.12923 0.30390 0.20033 0.1 -1.7 -1.5
C 0.79171 -0.91307 0.32761 -1.2 0.2 1.7
O 0.74368 -1.78695 -0.82872 -0.2 0.8 1.1
H -0.32179 0.94597 1.03375 0.4 0.1 0.8
H -1.06490 -0.08033 -0.14407 -0.9 0.1 -0.2
H 0.29045 0.85366 -0.61428 0.0 0.9 -0.6
H 0.51355 -1.45034 1.25731 0.1 -0.3 -0.6
H 1.74075 -0.48459 0.53495 1.5 -0.3 -0.2
H 0.97582 -2.70602 -0.55317 -0.4 0.9 0.1
C 1.82664 3.17990 -1.95173 -1.0 0.6 1.1
C 1.70042 4.63649 -1.49746 0.3 0.3 -2.9
O 2.82084 5.03199 -0.77910 1.4 0.0 1.2
H 1.98941 2.54638 -1.10730 -0.1 -0.5 0.8
H 2.49616 2.82519 -2.70086 1.3 0.9 -0.6
H 0.91050 2.90181 -2.37335 -1.8 -0.6 -0.4
H 0.92848 4.89804 -0.80038 -1.5 -0.7 -0.4
H 1.57314 5.25703 -2.45705 0.3 -0.5 1.6
H 2.59321 4.68834 0.10430 0.7 0.6 -0.1
C -3.84620 2.86053 3.66127 -0.2 1.7 -0.2
C -3.98628 2.25103 2.30158 0.4 1.3 -0.6
O -2.71294 1.83798 1.81750 -0.4 -0.3 -1.0
H -3.27302 2.28153 4.34893 -0.2 -1.1 0.5
H -4.84950 3.15069 4.03149 0.6 -0.3 0.1
H -3.23674 3.76658 3.61484 -0.2 0.3 -0.3
H -4.48395 2.93462 1.57880 0.5 0.0 0.5
H -4.65153 1.45148 2.34733 -1.1 -1.9 0.1
H -2.84236 1.41957 0.93052 0.3 0.2 0.9
C 0.64504 -3.00701 -5.40574 -4.6 -7.6 -2.5
O 0.13575 -4.06132 -6.15467 3.0 5.0 3.5
N 0.58974 -2.96866 -4.08137 -0.3 -1.2 4.1
N 0.99710 -1.86641 -5.86508 3.4 5.5 -4.1
H 0.20643 -3.66413 -3.40349 0.3 0.5 -2.0
H 0.85081 -2.10308 -3.59878 -0.2 -0.8 -0.8
H 1.30519 -1.73961 -6.86797 -1.0 -0.9 1.6
H 1.42048 -1.04174 -5.32275 -1.1 -2.2 -0.8
C 1.23886 -4.27324 1.31423 7.9 -1.3 4.3
O 2.50014 -4.23977 1.85151 -5.8 0.7 -2.5
N 0.22560 -4.54833 2.09246 -3.1 -0.7 -0.1
N 1.08999 -4.22607 0.00557 -1.3 -0.7 -3.1
H 0.30150 -4.54672 3.07827 0.7 0.0 0.7
H -0.66417 -4.94537 1.75656 0.9 0.7 0.0
H 1.97430 -4.19373 -0.52944 -0.9 -0.7 0.5
H 0.18941 -4.58852 -0.42226 1.8 0.6 0.5
C 1.04647 0.40057 -3.64517 -7.1 1.1 4.9
O -0.15014 1.05759 -3.31348 6.4 -3.9 -1.9
N 1.66979 0.60645 -4.77049 0.0 2.6 -3.3
N 1.61676 -0.62765 -2.93143 -0.4 2.0 -0.2
H 1.24279 1.33567 -5.36160 0.5 -0.4 0.6
H 2.61951 0.74086 -4.56962 1.9 0.2 -0.5
H 1.07043 -1.02996 -2.16754 0.5 0.2 0.7
H 2.60541 -0.89030 -3.03455 -0.8 0.2 -0.1
C 4.22250 1.22942 -0.78528 0.3 -0.2 -1.7
O 4.52575 2.49753 -0.21246 -0.1 -1.0 0.4
H 3.25737 0.73170 -0.55526 0.6 0.4 0.9
H 5.08694 0.53060 -0.74745 -0.7 0.6 0.6
H 4.09575 1.40418 -1.85116 0.1 -0.1 -0.5
H 3.86966 3.12839 -0.52248 0.0 0.4 -0.2
C -0.22670 3.05900 4.13655 -0.8 -1.5 1.0
O -0.62895 3.19864 2.83056 -1.4 -0.4 -1.6
H 0.46829 3.84786 4.38839 -0.1 0.2 0.4
H 0.23701 2.08520 4.23306 0.8 -0.2 0.4
H -1.10625 2.91835 4.81468 0.6 1.0 0.0
H -1.35604 2.52811 2.63755 1.1 1.2 -0.1
C 3.97073 -2.49455 -0.05907 2.1 -0.7 -0.5
O 4.91937 -2.20909 -1.12219 -1.2 -0.2 -0.1
H 3.03623 -2.34552 -0.52235 -1.2 0.0 -0.1
H 4.14226 -1.76714 0.71349 -0.4 0.2 0.6
H 4.14401 -3.51347 0.34619 -0.5 0.7 -0.3
H 5.71983 -2.09762 -0.64634 1.5 0.2 0.2
```
Forces are in eV/Å.

The value obtained for the calculated total energy is -61580.64176 eV. The value obtained for the maximum force is 0.1792 hartree/bohr. For the highest occupied orbital energy, the calculation gives -8.917 eV. For the energy relative to the best compared isomer or geometry (same formula, charge and spin), the calculation gives 2.185 eV. The net charge is 0. The gap between HOMO and LUMO comes out at 8.86 eV.